C29H26Br2ClNOPRu | ωB97M-V/def2-TZVPD

For the HOMO-LUMO gap, the calculation gives 6.23 eV. The calculation puts the LUMO energy at -4.144 eV. Its charge is +1.

Each line ends with the Löwdin charge.
Cartesian coordinates (Å):
Ru1 0.46476 0.68904 -0.70181  1.051
C1 -1.20589 -1.36539 -2.75524  -0.026
C2 -1.23385 -1.78629 -1.31878  -0.288
C3 -1.86748 -3.00161 -0.98922  0.010
C4 -2.00358 -3.39610 0.31001  0.016
C5 -1.49896 -2.57446 1.33948  -0.181
C6 -1.63519 -2.82681 2.72402  -0.625
Br1 -2.53548 -4.37204 3.32905  0.813
C7 -1.12374 -1.94424 3.63897  -0.152
C8 -0.44723 -0.79541 3.21739  -0.595
Br2 0.18094 0.43873 4.49421  0.830
C9 -0.24936 -0.50777 1.87372  -0.424
O1 0.37022 0.54513 1.44317  -0.286
C10 -0.81790 -1.40992 0.94277  -0.127
N1 -0.69533 -1.02956 -0.36992  0.044
H1 -1.85970 -2.01457 -3.33269  0.092
H2 -0.20284 -1.44225 -3.17693  0.077
H3 -1.55477 -0.34001 -2.87837  0.060
H4 -2.26583 -3.60304 -1.79303  0.122
H5 -2.50605 -4.32044 0.55926  0.094
H6 -1.24118 -2.12680 4.69787  0.105
C11 -1.15723 3.75331 -1.15624  -0.237
P1 -0.80088 2.45537 0.05740  0.880
C12 -0.24375 3.37839 1.50544  -0.198
C13 -2.36997 1.64154 0.41740  -0.353
C14 -2.72040 1.34065 1.73138  -0.079
C15 -3.84981 0.57688 1.98819  -0.047
C16 -4.62731 0.11198 0.93738  -0.053
C17 -4.29172 0.42785 -0.37325  -0.063
C18 -3.16837 1.19442 -0.63447  -0.102
H7 -1.50465 3.34205 -2.10224  0.043
H8 -0.26540 4.34804 -1.33933  0.034
H9 -1.93823 4.38779 -0.73268  0.071
H10 -1.08752 3.95406 1.88952  0.074
H11 0.53054 4.07608 1.18262  0.064
H12 0.14836 2.70992 2.26681  0.021
H13 -2.11203 1.69079 2.55626  0.099
H14 -4.12012 0.34493 3.00951  0.119
H15 -5.50577 -0.48602 1.13948  0.115
H16 -4.91187 0.08358 -1.19027  0.113
H17 -2.91694 1.43966 -1.66044  0.100
C19 4.79943 -2.42215 -1.77623  -0.062
C20 3.40685 -2.47284 -1.98222  -0.063
C21 2.59083 -1.52309 -1.43428  -0.053
C22 3.12187 -0.46906 -0.65258  -0.164
C23 2.34226 0.55334 -0.05998  -0.232
C24 2.87901 1.50273 0.75602  -0.096
C25 4.27453 1.54072 0.95612  -0.050
C26 5.07535 0.60159 0.36931  -0.016
C27 4.52388 -0.42607 -0.43176  -0.155
C28 5.33979 -1.42422 -1.01552  -0.016
H18 5.43348 -3.18106 -2.21260  0.110
H19 2.98147 -3.27533 -2.57018  0.109
H20 1.51605 -1.60771 -1.58046  0.073
H21 2.24456 2.22106 1.25639  0.087
H22 4.69966 2.31367 1.58160  0.113
H23 6.14671 0.61832 0.52125  0.120
H24 6.40717 -1.38165 -0.84149  0.120
Cl1 1.62242 2.46028 -2.33733  0.605
C29 0.55740 1.03862 -2.70649  -0.662
H25 1.15783 0.33819 -3.28739  0.012
H26 -0.27908 1.40720 -3.29861  0.009

Cartesian forces, eV/Å:
0.4 0.3 -0.3
-0.1 -0.1 0.0
-0.1 -0.1 -0.1
0.0 0.0 0.0
0.1 0.1 0.0
-0.1 -0.1 0.0
0.0 0.1 0.0
0.0 0.0 0.0
-0.1 -0.1 0.0
0.1 0.1 -0.1
0.0 0.0 0.0
-0.1 -0.1 0.4
-0.2 0.1 0.0
0.0 0.1 0.1
0.1 0.3 -0.2
0.0 0.0 0.0
0.0 0.0 0.0
0.0 -0.1 0.1
0.0 0.0 0.0
0.0 0.0 0.0
0.0 0.0 0.0
-0.1 0.0 0.0
-0.1 -0.4 0.0
0.1 0.0 -0.1
0.1 0.2 0.2
0.0 0.0 0.0
0.0 0.0 0.0
0.0 0.0 0.0
0.0 0.0 0.0
0.0 0.0 0.0
0.0 0.0 0.0
0.0 0.0 0.0
0.0 0.0 0.0
0.0 0.0 0.0
0.0 0.0 0.0
-0.1 0.0 0.0
0.0 0.0 0.0
0.0 0.0 0.0
0.0 0.0 0.0
0.0 0.0 0.0
0.0 0.0 0.0
0.1 0.1 0.1
-0.1 0.0 0.0
-0.1 -0.1 -0.1
0.0 0.0 0.0
0.1 0.2 0.2
0.0 -0.1 0.0
0.1 -0.1 0.0
-0.1 0.1 0.0
0.0 0.0 0.0
0.0 -0.1 -0.1
0.0 0.0 0.0
0.0 0.0 0.0
0.1 0.0 0.0
0.0 0.0 0.0
0.0 0.0 0.0
0.0 0.0 0.0
0.0 0.0 0.0
-0.2 -0.3 0.3
0.0 0.0 -0.1
0.0 0.1 0.0
0.0 0.0 0.1

***

C3H4P2 | ωB97M-V/def2-TZVPD

For the HOMO-LUMO gap (alpha / beta), the calculation gives 6.69 / 6.68 eV. The calculation puts the LUMO energy (alpha / beta) at -0.991 / -1.000 eV. Its energy relative to the best compared isomer or geometry (same formula, charge and spin) is 3.270 eV.

Each line ends with the Löwdin charge.
Cartesian coordinates (Å):
C1 0.32623 0.05547 0.95698  -0.367
C2 -0.97884 -0.45598 -1.38205  -0.820
C3 1.13468 0.86092 1.63347  -0.085
P1 0.15459 -1.22275 -0.13010  0.554
P2 -1.23952 -2.23975 -1.23205  0.513
H1 -1.62582 0.40387 -0.93984  0.051
H2 -0.50852 -0.07425 -2.43934  0.064
H3 0.56244 1.65784 2.05576  0.044
H4 2.17475 1.01464 1.47717  0.046

Cartesian forces, eV/Å:
1.1 -0.2 1.0
0.9 2.7 -2.6
-1.7 -0.4 -1.6
-0.2 0.9 -0.5
-0.7 -0.7 0.5
0.7 -1.8 -0.6
-0.9 -0.9 2.8
0.0 0.5 1.1
0.8 -0.2 0.0